Entry 1:
C10H26N2O7PSn as an isolated structure at a distorted geometry, computed with ωB97M-V/def2-TZVPD.

Computed properties:
relative energy (zero: lowest compared OMol25 entry of this formula, charge and spin) = 0.4699 eV
LUMO energy = 1.705 eV
gap between HOMO and LUMO = 4.5 eV
HOMO = -2.8 eV
charge = -1
calculated total energy = -1588.4106 hartree

Each line ends with the natural charge from an NBO analysis.
Atoms and positions in Å:
H 0.69844 2.40239 3.07981  0.20
H 1.47439 2.13568 -4.45120  0.15
H 0.40801 1.52148 -2.39110  0.14
H 0.99523 -3.68549 -0.51303  0.16
P -4.22165 0.88875 0.42675  2.48
O -3.84798 -0.52334 0.88223  -1.17
H 1.87194 -1.70128 0.01382  0.16
H 0.86866 -2.59011 1.80627  0.38
O 0.29157 3.35345 -3.15838  -0.55
H -0.00537 2.69978 -5.16999  0.16
C 1.97148 -0.07973 1.40666  -0.05
C -0.75951 2.75733 -1.05835  -0.07
H -0.40589 -4.81230 -0.19316  0.18
C -0.59454 -2.85218 0.66863  -0.24
H 2.66651 0.51755 0.81258  0.18
N -1.12573 1.47895 -0.39993  -0.92
C 0.47015 3.31533 -0.25264  -0.60
H 0.26883 3.44417 0.80986  0.20
O 1.02356 0.76943 1.96600  -0.55
H -1.98423 1.69324 0.12039  0.44
H 1.31840 2.64593 -0.40416  0.19
H 2.11512 2.60627 2.02370  0.18
H 2.39750 -5.81186 0.89694  0.17
H 1.37053 -6.31678 2.31699  0.19
C -0.36020 2.30016 -2.47642  -0.06
Sn -1.74339 0.08738 2.59886  1.26
H -1.18754 -2.46009 -0.15674  0.24
C 1.16435 -1.10009 0.59768  -0.26
C 0.76635 2.96893 -4.44332  -0.25
H -1.16440 1.85854 -3.06998  0.19
H 0.83308 4.30394 -0.54448  0.20
O -5.66735 1.16769 1.02922  -1.18
O -4.13267 1.07654 -1.07795  -1.22
H -1.63243 3.40695 -1.12940  0.21
C 1.54722 1.89278 2.62256  -0.25
O 0.93186 -4.56011 1.33027  -0.58
H 0.69286 -0.52498 -0.20250  0.24
H 0.85099 -6.58051 0.64655  0.17
H 2.50513 -0.64458 2.17991  0.15
O -3.19574 1.80656 1.10288  -1.21
N 0.25832 -1.89219 1.38953  -0.65
C 0.26679 -4.05459 0.21536  -0.08
C 1.39037 -5.90247 1.31129  -0.24
H 2.18226 1.60452 3.46685  0.16
H -1.27077 -3.31829 1.38734  0.20
H 1.27051 3.81400 -4.91301  0.18
H -1.57105 0.89322 -1.10317  0.38



Entry 2:
C10H26N3 as an isolated structure at a distorted geometry, computed with ωB97M-V/def2-TZVPD.

Computed properties:
relative energy (zero: lowest compared OMol25 entry of this formula, charge and spin) = 3.8787 eV
LUMO energy = -4.220 eV
gap between HOMO and LUMO = 6.8 eV
HOMO = -11.0 eV
charge = +1
calculated total energy = -560.4228 hartree

Each line ends with the natural charge from an NBO analysis.
Atoms and positions in Å:
H 2.93623 -2.45831 2.01649  0.23
H 4.83015 0.62019 0.20029  0.19
H 3.70041 -0.88021 -1.73064  0.22
N -1.76640 1.38460 -0.48027  -0.69
C -0.82507 1.08444 0.24851  0.47
C 3.17533 0.05182 -1.69184  -0.62
C -4.56188 -0.36424 0.57671  -0.43
H 2.16652 2.17814 0.95519  0.22
C 2.32652 1.79668 -0.05912  -0.61
H 1.16242 -2.30387 -0.45176  0.19
H 3.14968 2.37462 -0.49918  0.23
C 1.97740 -2.06110 0.13683  -0.24
H 1.38699 2.02114 -0.77103  0.18
H 3.98335 0.61867 1.65393  0.22
N -3.91619 -0.02821 -0.71539  -0.61
H -5.81013 0.77958 -1.24721  0.23
C -4.72594 1.00892 -1.34905  -0.44
H -3.76227 -0.92323 -1.12308  0.42
H 4.31371 -0.88980 0.72617  0.21
C 2.87648 0.33675 -0.21302  0.13
H -5.23604 0.44824 0.84753  0.22
H -2.93809 0.90300 -0.50407  0.45
H -1.55129 1.98201 -1.30148  0.42
H 1.33679 -3.13434 1.91541  0.20
H 2.88384 -2.41887 -0.48993  0.21
C 2.20897 -2.90311 1.35826  -0.63
H -4.43569 1.94813 -0.91122  0.21
H 1.18136 -0.22510 0.37048  0.33
H 3.69696 0.86551 -1.96582  0.21
H -0.24545 -0.77740 0.97211  0.28
C -0.45498 0.28276 1.20216  -0.49
H -4.50892 1.07037 -2.51818  0.23
H 2.69758 -3.88896 1.15332  0.22
H -5.11258 -1.35592 0.58570  0.23
C 4.06983 0.13747 0.69012  -0.59
H -3.72097 -0.43887 1.28900  0.21
H 2.28790 -0.05007 -2.36465  0.20
H 0.25465 0.52486 1.96556  0.29
N 1.98464 -0.57615 0.37662  -0.66



Entry 3:
The molecule C10H27BNO2P, computed with ωB97M-V/def2-TZVPD.

Computed properties:
SMILES = CCCCCC[PH](N)(CCO)B(O)CC
LUMO energy = 0.609 eV
gap between HOMO and LUMO = 8.4 eV
HOMO = -7.8 eV
calculated total energy = -968.6504 hartree

Each line ends with the natural charge from an NBO analysis.
Atoms and positions in Å:
H 0.81532 1.39100 -2.81255  0.25
H -2.24631 -2.79692 1.98978  0.22
C 0.10575 1.22980 -1.99474  -0.71
H -2.63559 0.55294 -1.29351  0.20
H -3.37723 -1.54877 -1.95852  0.21
H -1.31863 0.28348 -3.24802  0.21
C 1.39398 1.04509 2.53374  -0.79
H 2.11723 3.42532 -0.20411  0.36
C -1.86488 -2.30380 1.09423  -0.61
H 2.40002 1.40703 2.29231  0.23
H -1.47443 -1.33179 1.40408  0.20
H -1.02018 -2.89666 0.73069  0.20
H -1.80730 -2.29405 -1.78758  0.19
H 3.92728 -1.23060 -0.66382  0.46
O -0.83392 1.68778 1.54006  -0.89
H -0.04527 1.18622 4.16371  0.21
C -2.50316 -1.59958 -1.30291  -0.40
C 0.90557 1.62626 3.86074  -0.60
H 0.52496 3.56192 0.12596  0.36
H 1.62833 1.45079 4.65964  0.21
H 0.49439 -1.28203 -0.40846  0.21
C -0.81166 0.05334 -2.30517  -0.41
H 2.56681 1.31367 -0.65996  -0.03
H 1.96628 -0.75944 -2.60578  0.17
H 0.74360 2.70385 3.79386  0.20
H -3.35512 -3.18780 -0.16285  0.20
O 3.64548 -0.95948 -1.54305  -0.72
C -1.85549 -0.21391 -1.22148  -0.41
H -3.78917 -1.60103 0.42921  0.19
C 1.43806 -0.73169 -0.49489  -0.79
H 1.50898 -0.04342 2.62916  0.24
C -2.95431 -2.18973 0.03468  -0.39
B 0.45623 1.30877 1.30262  0.73
H -0.23643 -0.85583 -2.49412  0.20
N 1.19916 3.07387 -0.45734  -1.21
H 1.99491 -0.95512 0.42665  0.20
C 2.25326 -1.25289 -1.67200  -0.07
H -1.39431 -0.08424 -0.23863  0.19
H -0.45677 2.16135 -1.92966  0.24
P 1.17360 1.18302 -0.49087  1.06
H -1.38762 1.80300 0.76274  0.50
H 2.10855 -2.32971 -1.82382  0.16



Entry 4:
C10H27ClILaO2P2S as an isolated structure at a distorted geometry, computed with ωB97M-V/def2-TZVPD.

Computed properties:
relative energy (zero: lowest compared OMol25 entry of this formula, charge and spin) = 1.9230 eV
LUMO energy (alpha / beta) = -7.922 / -9.701 eV
gap between HOMO and LUMO (alpha / beta) = 7.1 / 5.3 eV
HOMO (alpha / beta) = -15.0 / -15.0 eV
charge = +2
calculated total energy = -2417.5618 hartree

Each line ends with the Mulliken charge.
Atoms and positions in Å:
H -0.97372 0.94317 -4.53655  0.30
H 0.30173 1.98928 3.34494  0.37
H 5.01262 -0.39546 -1.82870  0.44
H -0.08210 2.52897 -4.74929  0.35
H -4.64181 -1.77015 0.13287  0.39
H 0.82252 1.00935 4.73953  0.41
H 0.82472 0.97551 -4.39681  0.26
C 3.70759 1.24568 0.47690  -1.23
O -0.22249 2.34778 -1.81718  -0.37
H 3.57194 -1.47774 1.25493  0.32
H -4.87464 1.14648 0.85997  0.39
H -3.49086 -0.29098 -2.60684  0.31
H 3.42749 2.23516 0.08704  0.36
H 4.80278 1.14437 0.45694  0.40
I 0.78874 -2.84019 -2.76378  0.09
C -0.22374 1.61474 -2.75752  0.48
O 0.19354 0.17049 1.33335  -0.37
P -2.98870 0.01193 -0.26121  0.66
H -0.91405 -1.31255 3.81028  0.32
H -0.80309 0.75836 4.06266  0.34
C 0.23394 1.01028 3.81747  -1.13
C 3.47327 -1.59297 0.16690  -1.12
La 0.00682 -0.43326 -1.02469  1.39
H -0.08282 -2.38639 2.59689  0.21
C 4.05678 0.10161 -2.06783  -1.23
H 0.68064 -2.02897 4.16621  0.40
C -3.78634 1.29558 0.78425  -1.26
H 3.55259 -0.40151 -2.91041  0.33
H 2.71981 -2.36671 -0.04663  0.33
H 4.43324 -1.90126 -0.26951  0.40
H 4.21428 1.17156 -2.29084  0.38
H -4.19327 1.22544 -1.98699  0.36
C -0.10859 1.56489 -4.20760  -0.81
H -3.68104 -1.41364 1.61065  0.33
Cl -0.45726 -2.72161 0.32461  -0.51
H -4.98594 -0.34392 -1.62198  0.40
H -3.35015 1.27895 1.79242  0.32
C 0.04283 -1.62538 3.37782  -0.92
H -2.94478 -2.33858 0.28868  0.29
H 3.33488 1.14970 1.50527  0.32
C -4.02449 0.16551 -1.76306  -1.17
P 2.95871 -0.00650 -0.61077  0.59
H -3.59185 2.28048 0.34173  0.38
C -3.64432 -1.51766 0.51631  -1.12
S 0.90463 -0.19985 2.66954  0.61



Entry 5:
C10H27KNO10P as an isolated structure at a distorted geometry, computed with ωB97M-V/def2-TZVPD.

Computed properties:
relative energy (zero: lowest compared OMol25 entry of this formula, charge and spin) = 1.3159 eV
LUMO energy = 3.529 eV
gap between HOMO and LUMO = 2.2 eV
HOMO = 1.3 eV
charge = -2
calculated total energy = -2145.6728 hartree

Each line ends with the Mulliken charge.
Atoms and positions in Å:
C 5.34879 10.28145 29.93862  -0.59
O 0.75882 7.27436 37.12389  -0.88
H 6.98499 10.95864 33.53244  0.37
H 7.09254 9.61755 31.69915  0.29
H 0.57143 10.00978 29.92998  0.35
H 1.49585 5.22628 31.83732  0.22
C 6.40071 9.64252 29.00125  -0.84
O 4.97292 11.49308 33.49720  -0.08
O 6.16622 8.24054 28.82034  -0.23
O 3.33745 6.89632 32.86808  -0.31
H 5.82558 9.09845 32.99288  0.49
P 1.57415 7.77472 35.92490  0.13
O 2.21661 6.54867 35.14721  -0.78
H 6.11855 8.34106 26.66692  0.33
H 5.73796 11.27836 30.15560  0.36
H 5.97367 6.80095 27.50450  0.26
O 0.96132 10.33300 31.87494  -0.30
H 7.53816 7.52482 27.43503  0.30
K 2.92336 9.53528 33.62627  0.91
H 7.37196 9.68626 29.51054  0.28
O 1.98922 4.36814 33.68240  -0.62
O 2.72849 8.79744 36.34480  -0.81
C 0.64149 10.86551 30.60774  -0.47
H 4.48970 10.38018 29.27047  0.22
C 2.34305 4.75552 32.34774  -0.60
H 1.90356 5.21481 34.23003  0.57
H 4.32660 12.79042 34.90889  0.30
H 2.69938 11.38963 30.05494  -0.38
C 3.58471 5.62265 32.35289  -0.35
H 2.84539 6.85463 33.74988  0.40
H 2.51500 3.84142 31.76653  0.32
C 6.16932 11.14476 32.81968  -0.64
C 6.11325 9.75502 32.17003  -0.77
H 1.55012 12.14407 29.12728  0.38
O 1.80602 12.99718 31.00876  -0.56
H 6.45415 11.97923 32.17092  0.40
C 5.10060 12.72870 34.14738  -0.98
H 6.07042 12.82905 34.65551  0.36
H -0.30644 11.41021 30.58282  0.31
O 0.59869 8.49322 34.92413  -0.73
H 4.35436 5.13858 32.96861  0.30
H 5.15276 8.59390 30.97214  0.07
H 3.94465 5.76106 31.32309  0.15
H 5.12257 13.67095 33.58178  0.31
C 1.72353 11.87181 30.17139  0.15
H 6.46420 10.18309 28.05626  0.48
H 0.22528 9.84432 32.27648  0.19
C 6.47468 7.77406 27.52925  -0.84
N 5.03870 9.58659 31.17939  0.20
H 1.92114 12.72271 31.92442  0.36